Computed, not measured: C5H6Cl2LuN2O4Tl as an isolated structure at a distorted geometry, with ωB97M-V with the def2-TZVPD basis set.

Values from the calculation:
Relative energy (zero: lowest compared OMol25 entry of this formula, charge and spin)   1.521 eV
Charge   +4
Gap between HOMO and LUMO (spin up / spin down)   0.238 / 0.231 Eh
Multiplicity   1
Strongest force on any atom   10.67 eV/Å

Each line ends with the Mulliken charge.
Geometry (Å):
1 Lu 0.568 4.868 1.058  1.52
2 Tl 0.483 0.952 0.297  0.88
3 Cl 0.374 4.073 -1.168  -0.28
4 Cl 0.619 0.193 2.756  0.02
5 C 1.895 -1.639 1.480  0.18
6 C 0.619 7.167 0.172  0.36
7 C 1.421 6.977 1.840  0.24
8 O 2.009 -2.329 2.364  -0.07
9 O 0.625 8.268 -0.303  -0.02
10 O 1.834 7.937 2.366  0.03
11 C -2.525 -3.599 -0.435  -0.62
12 N -1.275 -3.695 -1.127  0.02
13 C -0.269 -2.812 -1.007  0.67
14 N 0.885 -2.992 -1.745  -0.30
15 O -0.345 -1.861 -0.189  -0.45
16 H -2.443 -2.899 0.410  0.30
17 H -2.784 -4.607 -0.088  0.34
18 H -3.305 -3.287 -1.148  0.37
19 H -1.163 -4.448 -1.783  0.30
20 H 1.675 -2.460 -1.433  0.24
21 H 1.103 -3.807 -2.318  0.26


Computed, not measured: C4H12O4Rb as an isolated structure at a distorted geometry, with ωB97M-V with the def2-TZVPD basis set.

Values from the calculation:
Relative energy (zero: lowest compared OMol25 entry of this formula, charge and spin)   1.221 eV
Charge   +1
Gap between HOMO and LUMO   0.369 Eh
Multiplicity   1
Strongest force on any atom   4.75 eV/Å

Each line ends with the Mulliken charge.
Geometry (Å):
1 Rb 2.584 1.309 0.859  0.98
2 C -1.329 1.155 0.132  -0.38
3 C -1.973 1.847 1.330  -0.44
4 O -1.550 1.457 2.604  -0.52
5 O 0.026 1.505 -0.098  -0.40
6 H -1.972 1.389 -0.716  0.39
7 H -1.298 0.074 0.269  0.20
8 H -3.054 1.740 1.236  0.39
9 H -1.657 2.869 1.122  0.19
10 H -2.280 1.368 3.221  0.33
11 H -0.015 2.258 -0.693  0.25
12 C 1.215 -1.001 -1.742  -0.45
13 C 0.780 -1.866 -0.421  -0.43
14 O 1.591 -3.057 -0.183  -0.56
15 O 2.456 -0.428 -1.513  -0.56
16 H 0.384 -0.361 -2.038  0.35
17 H 1.448 -1.835 -2.404  0.38
18 H -0.203 -2.265 -0.670  0.35
19 H 0.720 -1.292 0.504  0.26
20 H 1.147 -3.716 0.356  0.31
21 H 2.980 -1.150 -1.157  0.35


Computed, not measured: one molecule with the formula C16H25N3O, with ωB97M-V with the def2-TZVPD basis set.

Values from the calculation:
Relative energy (zero: lowest compared OMol25 entry of this formula, charge and spin)   0.302 eV
Gap between HOMO and LUMO   0.318 Eh
Multiplicity   1
Strongest force on any atom   0.59 eV/Å

Each line ends with the Mulliken charge.
Geometry (Å):
1 C 3.045 -6.106 1.882  -1.06
2 C 1.789 -5.363 2.343  -1.01
3 C 1.385 -4.331 1.329  0.56
4 C 1.890 -3.040 1.385  -0.51
5 C 1.557 -2.094 0.433  -0.27
6 C 0.687 -2.422 -0.605  0.36
7 N 0.324 -1.513 -1.599  -0.10
8 C 0.148 -0.145 -1.559  0.22
9 O -0.020 0.477 -2.589  -0.70
10 N 0.185 0.429 -0.323  -0.08
11 C -0.193 1.815 -0.165  -0.43
12 C -1.707 1.956 0.121  -0.81
13 N -2.268 3.275 0.203  0.15
14 C -2.414 4.028 -1.025  -0.98
15 C -1.240 4.958 -1.355  -0.27
16 C -0.956 5.873 -0.168  -0.85
17 C -0.696 5.027 1.075  -0.30
18 C -1.897 4.104 1.327  -0.98
19 C 0.199 -3.726 -0.681  -0.75
20 C 0.545 -4.662 0.273  -0.59
21 H 2.862 -6.603 0.932  0.33
22 H 3.868 -5.408 1.749  0.33
23 H 3.337 -6.853 2.616  0.35
24 H 1.988 -4.881 3.303  0.35
25 H 0.978 -6.081 2.483  0.36
26 H 2.566 -2.767 2.183  0.38
27 H 2.000 -1.111 0.476  0.54
28 H 0.114 -1.907 -2.506  0.25
29 H 0.033 -0.173 0.473  0.45
30 H 0.397 2.240 0.651  0.18
31 H 0.057 2.312 -1.103  0.22
32 H -2.239 1.423 -0.674  0.33
33 H -1.926 1.448 1.069  0.31
34 H -2.578 3.326 -1.844  0.38
35 H -3.318 4.643 -0.916  0.40
36 H -1.492 5.549 -2.237  0.36
37 H -0.349 4.374 -1.587  0.18
38 H -0.096 6.513 -0.378  0.36
39 H -1.821 6.517 0.009  0.33
40 H -0.546 5.666 1.947  0.37
41 H 0.210 4.438 0.927  0.17
42 H -1.707 3.460 2.188  0.37
43 H -2.765 4.735 1.562  0.38
44 H -0.456 -3.999 -1.496  0.36
45 H 0.152 -5.666 0.198  0.37


Computed, not measured: an isolated ion of composition C6H10N and charge +1 at a distorted geometry, with ωB97M-V with the def2-TZVPD basis set.

Values from the calculation:
Relative energy (zero: lowest compared OMol25 entry of this formula, charge and spin)   1.748 eV
Charge   +1
Gap between HOMO and LUMO   0.339 Eh
Multiplicity   1
Strongest force on any atom   4.31 eV/Å

Each line ends with the Mulliken charge.
Geometry (Å):
1 C 2.226 1.135 -0.350  -0.91
2 C 1.409 0.136 0.013  0.69
3 C 1.516 -0.787 1.226  -1.00
4 C 0.096 -0.268 -0.963  -0.62
5 N -1.166 -0.285 -0.350  0.08
6 C -2.015 -0.236 0.443  0.66
7 C -3.285 -0.434 1.005  -1.06
8 H 2.252 1.820 -1.164  0.31
9 H 3.207 1.349 0.249  0.21
10 H 1.704 -1.823 0.749  0.27
11 H 0.573 -0.697 1.733  0.26
12 H 2.260 -0.458 1.945  0.38
13 H 0.507 -1.206 -1.270  0.34
14 H 0.037 0.516 -1.753  0.37
15 H -3.862 -0.719 0.182  0.31
16 H -3.258 -1.303 1.728  0.34
17 H -3.576 0.290 1.730  0.37


Computed, not measured: an isolated ion of composition C2H3O3Si and charge -1 at a distorted geometry, with ωB97M-V with the def2-TZVPD basis set.

Values from the calculation:
Relative energy (zero: lowest compared OMol25 entry of this formula, charge and spin)   0.162 eV
Charge   -1
Gap between HOMO and LUMO   0.285 Eh
Multiplicity   1
Strongest force on any atom   3.90 eV/Å

Each line ends with the Mulliken charge.
Geometry (Å):
1 O 2.580 0.821 -0.046  -0.70
2 C 1.365 0.690 0.063  0.60
3 O 0.559 1.635 0.173  -0.66
4 C 0.773 -0.710 0.007  0.16
5 O 1.360 -1.738 0.126  -0.47
6 Si -1.340 -0.134 -0.020  0.59
7 H -1.737 0.182 1.326  -0.15
8 H -2.144 -1.357 -0.433  -0.21
9 H -1.416 0.612 -1.196  -0.15


| no. | E (eV) |
| --- | --- |
| 1 | -79761.3103 |
| 2 | -13181.3508 |
| 3 | -23516.5499 |
| 4 | -7864.6003 |
| 5 | -16142.9104 |